[1]
ORCA calculation (ωB97M-V with the def2-TZVPD basis set) on a molecular structure, C27H53BCl16F3GaO5.

Results
HOMO, eV: -0.1133
Net charge: -2
HOMO-LUMO gap, Eh: 0.11927

Each line ends with the Mulliken charge.
Element x y z (Å)
C -1.96 1.70 -0.37  -1.58
C -1.50 1.65 1.10  1.19
C -0.28 2.52 1.43  -1.05
C 0.85 2.52 0.39  0.55
C 2.21 2.15 1.02  -1.52
C 2.46 0.63 1.04  -0.14
C 1.69 -0.07 2.17  0.35
Ga 0.65 -1.76 1.62  -1.21
C -0.75 -2.11 3.11  -1.10
C -0.30 -1.60 4.50  -1.25
C -0.78 -0.21 4.84  1.11
F 0.21 0.62 5.24  -0.39
F -1.63 -0.24 5.94  -0.37
F -1.45 0.44 3.89  -0.18
O -0.39 -1.48 0.02  -0.03
B 0.26 -1.60 -1.12  -0.21
O 1.01 -2.71 -1.53  -0.70
O 0.13 -0.54 -2.10  0.22
C 1.87 -3.43 1.61  0.96
O 2.99 -3.36 2.21  -0.72
O 1.40 -4.46 1.07  -0.63
H -1.40 2.38 -0.99  0.36
H -1.88 0.70 -0.79  0.26
H -3.01 1.98 -0.45  0.39
H -2.32 2.04 1.70  0.21
H -1.38 0.62 1.41  -0.51
H 0.10 2.18 2.38  0.21
H -0.63 3.53 1.60  0.49
H 0.94 3.53 -0.01  0.34
H 0.68 1.86 -0.45  -0.43
H 2.99 2.59 0.38  0.47
H 2.30 2.51 2.04  0.33
H 2.23 0.23 0.04  -0.23
H 3.53 0.50 1.19  0.40
H 1.02 0.62 2.68  -0.37
H 2.41 -0.41 2.91  0.72
H -1.71 -1.67 2.84  0.31
H -0.94 -3.17 3.21  0.70
H 0.78 -1.63 4.56  0.49
H -0.71 -2.26 5.26  0.43
H 1.92 -2.65 -1.25  0.17
H 0.80 0.13 -1.92  -0.36
Cl -4.76 0.87 1.74  -0.18
C -4.70 0.51 3.48  0.08
C -5.65 1.35 4.29  -0.39
Cl -5.18 3.07 4.34  -0.17
H -3.67 0.66 3.81  -0.30
H -4.95 -0.54 3.59  0.43
H -5.66 1.00 5.32  0.23
H -6.67 1.30 3.90  0.37
Cl 2.60 1.29 -3.29  -0.26
C 1.93 0.53 -4.75  -0.47
C 1.95 -0.96 -4.59  2.43
Cl 3.62 -1.63 -4.63  -0.26
H 2.49 0.86 -5.62  0.56
H 0.90 0.87 -4.85  0.03
H 1.41 -1.43 -5.40  -1.23
H 1.49 -1.26 -3.64  -0.69
Cl -5.17 2.64 7.80  -0.19
C -3.42 2.92 8.00  -0.20
C -3.09 4.39 8.16  -0.30
Cl -3.37 5.31 6.66  -0.18
H -2.91 2.48 7.15  0.10
H -3.12 2.39 8.90  0.29
H -2.04 4.50 8.41  0.22
H -3.69 4.84 8.95  0.33
Cl 1.24 3.20 8.92  -0.22
C 0.47 1.73 8.27  -0.05
C -0.90 1.50 8.85  0.74
Cl -0.86 1.08 10.58  -0.23
H 1.13 0.89 8.47  0.43
H 0.39 1.85 7.19  -0.15
H -1.38 0.67 8.33  0.28
H -1.53 2.39 8.74  -0.82
Cl -0.24 0.90 -7.45  -0.19
C -1.09 -0.65 -7.18  -0.01
C -2.22 -0.49 -6.19  -0.62
Cl -1.61 -0.14 -4.56  -0.03
H -0.36 -1.37 -6.83  -0.18
H -1.47 -0.98 -8.14  0.39
H -2.79 -1.42 -6.14  0.27
H -2.89 0.31 -6.49  0.35
Cl 1.86 -3.33 -6.87  -0.03
C 3.17 -4.34 -7.50  -0.60
C 2.88 -5.81 -7.32  -0.41
Cl 2.92 -6.30 -5.61  -0.16
H 4.09 -4.05 -7.01  0.27
H 3.26 -4.12 -8.57  0.30
H 3.65 -6.40 -7.83  0.32
H 1.91 -6.08 -7.72  0.29
Cl 3.19 3.66 -5.34  -0.06
C 3.69 4.92 -6.49  -0.53
C 4.20 4.34 -7.78  -0.43
Cl 5.76 3.50 -7.58  -0.19
H 4.44 5.55 -6.01  0.32
H 2.81 5.53 -6.69  0.28
H 4.37 5.14 -8.51  0.32
H 3.49 3.63 -8.21  0.31
Cl -0.18 -3.71 -3.88  -0.03
C -0.32 -4.73 -2.42  -0.35
C -0.14 -6.19 -2.73  -0.23
Cl -1.48 -6.87 -3.70  -0.27
H -1.29 -4.53 -1.97  0.34
H 0.45 -4.39 -1.73  0.13
H -0.10 -6.75 -1.80  0.39
H 0.79 -6.36 -3.27  0.12

---

[2]
ORCA calculation (ωB97M-V with the def2-TZVPD basis set) on a molecular structure, C27H53Br20NO5S.

Results
HOMO, eV: -7.5637
HOMO-LUMO gap, Eh: 0.28040

Each line ends with the Mulliken charge.
Element x y z (Å)
C 5.49 -2.06 1.99  -0.75
C 6.00 -1.08 0.96  -0.28
C 6.63 0.33 1.51  0.54
O 7.94 0.63 0.85  -0.35
S 7.93 2.34 0.59  0.99
O 8.83 2.90 -0.57  -0.56
O 8.62 2.95 1.84  -0.55
O 6.21 2.58 0.42  -0.44
C 5.73 1.70 1.52  -0.21
C 4.12 1.63 1.84  -0.59
C 3.15 1.55 0.51  0.54
O 3.70 0.76 -0.60  -0.24
C 1.63 1.08 0.99  -0.41
N 1.28 1.58 2.40  -0.65
H 5.36 -1.71 3.10  0.12
H 5.16 -3.14 1.66  0.32
H 5.96 -1.43 -0.16  0.31
H 6.80 0.09 2.66  0.27
H 6.16 2.28 2.47  0.49
H 3.85 2.66 2.38  0.41
H 3.90 0.79 2.65  0.01
H 3.02 2.66 0.11  0.23
H 3.21 1.11 -1.43  -0.05
H 1.50 -0.09 1.03  0.22
H 0.80 1.52 0.27  0.22
H 0.22 1.68 2.44  0.03
H 1.48 0.83 3.11  0.17
Br 2.82 -0.08 -4.07  0.07
C 1.97 1.41 -4.99  -0.68
C 2.29 2.72 -4.33  -0.46
Br 1.26 2.97 -2.70  -0.11
H 0.89 1.19 -5.02  0.49
H 2.37 1.38 -6.01  0.25
H 2.01 3.56 -4.97  0.26
H 3.35 2.82 -4.06  0.40
Br 1.09 -0.99 -0.99  0.02
C -0.30 -2.36 -1.02  -0.69
C -1.49 -1.90 -1.84  -0.54
Br -2.58 -0.62 -0.85  -0.13
H -0.55 -2.58 0.02  0.37
H 0.16 -3.23 -1.48  0.35
H -2.16 -2.74 -2.05  0.37
H -1.21 -1.42 -2.78  0.33
Br -5.73 0.47 3.12  -0.02
C -5.22 2.28 2.62  -0.71
C -4.08 2.27 1.62  -0.39
Br -2.38 1.89 2.51  -0.08
H -4.98 2.82 3.54  0.36
H -6.11 2.72 2.17  0.34
H -3.95 3.26 1.17  0.37
H -4.20 1.53 0.83  0.20
Br -7.71 -2.22 0.88  -0.13
C -7.05 -3.90 1.61  -0.55
C -7.43 -4.05 3.07  -0.12
Br -6.30 -2.95 4.21  -0.16
H -5.97 -3.93 1.44  0.39
H -7.52 -4.68 1.01  0.35
H -7.27 -5.08 3.41  0.34
H -8.47 -3.76 3.28  -0.19
Br 2.78 -1.69 5.16  -0.15
C 2.87 -3.64 5.11  -0.57
C 4.28 -4.13 5.37  -0.61
Br 5.41 -3.90 3.80  -0.07
H 2.48 -3.95 4.14  0.36
H 2.19 -3.98 5.90  0.37
H 4.28 -5.20 5.57  0.34
H 4.77 -3.61 6.20  0.37
Br -11.42 -3.78 2.30  -0.15
C -11.71 -2.87 4.00  -0.64
C -11.27 -1.42 3.92  -0.32
Br -9.33 -1.27 4.02  -0.04
H -11.19 -3.44 4.76  0.38
H -12.79 -2.93 4.18  0.39
H -11.64 -0.86 4.79  -0.03
H -11.58 -0.92 3.00  0.43
Br 5.28 4.40 -6.15  -0.13
C 4.32 6.01 -6.70  -0.60
C 3.96 6.87 -5.51  -0.54
Br 2.44 6.14 -4.54  -0.12
H 3.45 5.68 -7.27  0.36
H 5.01 6.54 -7.36  0.36
H 3.64 7.86 -5.84  0.33
H 4.78 6.98 -4.79  0.38
Br 7.76 -1.90 -0.67  0.04
C 8.57 -2.87 -2.15  -0.67
C 7.57 -3.78 -2.83  -0.56
Br 7.27 -5.39 -1.77  -0.15
H 9.44 -3.39 -1.75  0.36
H 8.91 -2.09 -2.84  0.35
H 7.96 -4.13 -3.78  0.36
H 6.60 -3.31 -2.98  0.32
Br -13.24 1.15 5.43  -0.11
C -12.73 2.97 4.92  -0.55
C -11.59 2.96 3.93  -0.59
Br -9.89 2.58 4.81  -0.11
H -12.49 3.50 5.85  0.36
H -13.62 3.40 4.47  0.35
H -11.46 3.94 3.48  0.35
H -11.71 2.21 3.14  0.33
Br 4.77 -1.89 -8.58  -0.18
C 2.82 -1.85 -8.56  -0.57
C 2.30 -0.56 -7.96  -0.95
Br 2.45 -0.58 -6.01  -0.04
H 2.49 -2.74 -8.02  0.33
H 2.52 -1.93 -9.61  0.37
H 1.23 -0.45 -8.16  0.35
H 2.83 0.32 -8.31  0.40

---

[3]
ORCA calculation (ωB97M-V with the def2-TZVPD basis set) on a molecular structure, C27H53CeNOSi2.

Results
HOMO (alpha / beta), eV: -16.1797 / -16.1800
2S+1: 2
Expectation value of S²: 0.75
Net charge: +3
HOMO-LUMO gap (alpha / beta), Eh: 0.16861 / 0.17544

Each line ends with the Löwdin spin population.
Element x y z (Å)
C 4.77 -1.67 1.54  0.00
C 5.07 -0.18 1.40  0.00
C 4.76 0.36 0.01  0.00
C 4.61 1.88 -0.01  0.00
C 3.59 2.36 -1.04  0.00
C 2.16 2.06 -0.55  0.00
Si 1.00 1.98 -2.01  0.00
C 0.77 3.65 -2.84  0.00
N -0.36 3.70 -3.82  0.00
C 1.59 0.66 -3.20  0.00
C 0.61 -0.44 -3.60  0.00
C 0.36 -1.45 -2.49  0.00
C -0.64 -2.51 -2.97  0.00
C -2.09 -2.09 -2.84  0.00
C -2.73 -2.22 -1.45  0.00
C -2.14 -3.28 -0.51  0.00
C -1.06 -2.68 0.44  0.00
Si -1.45 -2.76 2.28  0.00
C -0.56 -4.13 3.15  0.00
C -3.30 -2.93 2.63  0.00
C -1.00 -1.02 2.94  0.00
C 0.07 -0.34 2.34  0.00
C 0.41 0.94 2.79  0.00
C -0.33 1.53 3.81  0.00
C -1.38 0.87 4.40  0.00
C -1.73 -0.41 3.98  0.00
O -0.61 1.55 -1.42  0.00
C -0.98 2.29 -0.31  0.00
C -2.42 2.89 -0.59  0.00
C -3.64 2.01 -0.17  0.00
C -3.83 1.95 1.48  0.00
H 4.86 -1.98 2.58  0.00
H 3.73 -1.86 1.24  0.00
H 5.43 -2.26 0.92  0.00
H 4.50 0.35 2.16  0.00
H 6.13 -0.03 1.59  0.00
H 3.84 -0.12 -0.35  0.00
H 5.54 0.08 -0.69  0.00
H 5.58 2.33 -0.23  0.00
H 4.30 2.26 0.97  0.00
H 3.80 1.85 -1.98  0.00
H 3.69 3.43 -1.23  0.00
H 1.86 2.80 0.19  0.00
H 2.18 1.06 -0.11  0.00
H 0.55 4.36 -2.03  0.00
H 1.70 3.98 -3.30  0.00
H -0.80 2.80 -3.93  0.00
H -1.09 4.31 -3.46  0.00
H 2.47 0.17 -2.80  0.00
H 1.92 1.17 -4.11  0.00
H 1.05 -0.99 -4.43  0.00
H -0.33 -0.01 -3.97  0.00
H 0.00 -0.93 -1.60  0.00
H 1.31 -1.92 -2.25  0.00
H -0.43 -3.48 -2.51  0.00
H -0.44 -2.65 -4.03  0.00
H -2.70 -2.62 -3.57  0.00
H -2.14 -1.04 -3.14  0.00
H -3.78 -2.47 -1.61  0.00
H -2.77 -1.20 -0.96  0.00
H -1.74 -4.11 -1.06  0.00
H -2.97 -3.68 0.08  0.00
H -0.07 -3.09 0.28  0.00
H -0.97 -1.62 0.17  0.00
H -1.04 -5.07 2.88  0.00
H -0.65 -4.04 4.23  0.00
H 0.49 -4.21 2.87  0.00
H -3.86 -2.05 2.25  0.00
H -3.74 -3.83 2.22  0.00
H -3.44 -2.90 3.71  0.00
H 0.65 -0.77 1.54  0.00
H 1.24 1.47 2.34  0.00
H -0.07 2.52 4.15  0.00
H -1.93 1.35 5.20  0.00
H -2.54 -0.95 4.44  0.00
H -0.32 3.13 -0.14  0.00
H -1.01 1.62 0.58  0.00
H -2.49 3.78 0.02  0.00
H -2.48 3.16 -1.64  0.00
H -4.55 2.49 -0.53  0.00
H -3.65 0.98 -0.67  0.00
H -2.83 1.81 2.02  0.00
H -4.30 2.86 1.82  0.00
H -4.50 1.08 1.77  0.00
Ce -2.68 0.13 0.73  1.01

---

[4]
ORCA calculation (ωB97M-V with the def2-TZVPD basis set) on 11 unconnected molecules or ions with the total composition C27H53Cl20NO4.

Results
HOMO, eV: -10.1344
SMILES: CCCCO[C@H]1OC(=O)O[C@H]1N.ClCCCl.ClCCCl.ClCCCl.ClCCCl.ClCCCl.ClCCCl.ClCCCl.ClCCCl.ClCCCl.ClCCCl
HOMO-LUMO gap, Eh: 0.37862

Each line ends with the Mulliken charge.
Element x y z (Å)
C 5.46 1.66 0.94  -0.58
C 5.18 2.95 0.15  -0.57
C 4.46 4.00 0.98  -0.94
C 2.96 3.71 1.21  -0.40
O 2.64 2.43 0.66  -0.14
C 1.29 2.14 0.58  0.52
O 0.65 2.15 1.85  -0.25
C -0.38 3.08 1.75  0.34
O -1.29 3.06 2.41  -0.47
O -0.09 3.93 0.74  -0.51
C 0.38 3.02 -0.28  0.02
N 0.97 3.62 -1.43  -0.61
H 4.74 0.93 0.61  0.15
H 6.45 1.28 0.73  0.42
H 5.30 1.83 1.99  -0.08
H 6.14 3.35 -0.17  0.47
H 4.63 2.75 -0.77  0.18
H 4.97 4.18 1.92  0.35
H 4.51 4.93 0.43  0.37
H 2.38 4.52 0.78  0.55
H 2.78 3.72 2.28  0.16
H 1.28 1.18 0.07  -0.13
H -0.47 2.41 -0.58  0.32
H 1.87 4.02 -1.17  0.42
H 1.17 2.86 -2.07  0.33
Cl -2.09 0.21 0.58  0.03
C -1.85 -1.41 -0.10  0.28
C -0.40 -1.72 -0.32  -0.86
Cl 0.33 -0.73 -1.60  -0.19
H -2.42 -1.47 -1.03  0.23
H -2.28 -2.13 0.60  -0.40
H -0.28 -2.76 -0.62  0.54
H 0.18 -1.56 0.59  0.43
Cl -3.35 -4.40 1.38  -0.23
C -4.30 -3.16 2.24  -0.08
C -5.72 -3.59 2.45  -0.53
Cl -6.64 -3.65 0.92  -0.17
H -4.24 -2.23 1.68  -0.01
H -3.81 -3.01 3.21  0.36
H -6.23 -2.87 3.09  0.30
H -5.79 -4.57 2.92  0.38
Cl -5.07 -0.85 -0.94  -0.09
C -6.53 -0.10 -0.25  -0.56
C -6.23 1.23 0.40  -0.44
Cl -5.26 1.06 1.88  -0.18
H -6.97 -0.80 0.45  0.27
H -7.23 0.05 -1.07  0.36
H -7.17 1.71 0.69  0.38
H -5.70 1.90 -0.28  0.25
Cl 4.47 2.10 4.49  -0.22
C 3.00 1.12 4.21  0.37
C 3.24 -0.35 4.39  -0.61
Cl 4.30 -1.02 3.12  -0.18
H 2.63 1.35 3.21  -0.43
H 2.25 1.46 4.93  0.43
H 2.30 -0.89 4.34  0.24
H 3.71 -0.56 5.35  0.39
Cl 3.43 -5.88 4.29  -0.20
C 4.38 -4.54 4.97  0.01
C 3.79 -4.02 6.26  -0.53
Cl 2.23 -3.20 6.00  -0.17
H 4.44 -3.75 4.22  -0.09
H 5.39 -4.92 5.15  0.32
H 4.46 -3.30 6.71  0.30
H 3.63 -4.83 6.97  0.40
Cl 2.58 -2.96 -0.58  -0.09
C 3.24 -4.47 0.11  -0.50
C 4.70 -4.35 0.45  -0.14
Cl 5.72 -4.21 -1.01  -0.20
H 3.06 -5.27 -0.60  0.37
H 2.67 -4.68 1.02  0.21
H 5.03 -5.24 0.98  0.32
H 4.89 -3.48 1.08  0.02
Cl -3.11 0.74 -2.74  -0.01
C -1.87 1.56 -3.71  -0.19
C -2.15 3.04 -3.86  -0.48
Cl -3.59 3.35 -4.87  -0.21
H -1.81 1.07 -4.68  0.29
H -0.91 1.42 -3.20  -0.09
H -1.31 3.53 -4.35  0.40
H -2.31 3.51 -2.89  0.23
Cl -1.46 7.70 4.90  -0.20
C -1.06 6.03 4.43  -0.28
C -0.90 5.12 5.62  -0.32
Cl 0.55 5.51 6.58  -0.20
H -0.16 6.05 3.83  0.23
H -1.89 5.67 3.81  0.23
H -0.79 4.09 5.28  0.19
H -1.76 5.17 6.28  0.38
Cl 0.51 -0.23 -5.85  -0.20
C -0.88 -1.34 -5.97  -0.15
C -0.47 -2.79 -5.89  -0.36
Cl 0.45 -3.29 -7.34  -0.21
H -1.40 -1.12 -6.89  0.05
H -1.55 -1.10 -5.14  0.18
H -1.36 -3.42 -5.84  0.30
H 0.15 -2.98 -5.02  0.35
Cl -3.91 -1.68 -7.22  -0.16
C -3.30 -1.92 -8.88  -0.40
C -4.03 -3.02 -9.60  -0.44
Cl -3.68 -4.62 -8.90  -0.18
H -2.23 -2.12 -8.82  0.26
H -3.43 -0.98 -9.41  0.37
H -3.71 -3.05 -10.64  0.31
H -5.10 -2.87 -9.57  0.32

---

Number 1: strongest force on any atom 1.4 eV/Å. Number 2: strongest force on any atom 18.2 eV/Å. Number 3: strongest force on any atom 9.7 eV/Å. Number 4: strongest force on any atom 6.6 eV/Å.